Run 1
The following is a quantum chemistry calculation of 11 unconnected molecules or ions with the total composition C33H33F11O33, from OMol25.

The geometry in XYZ format:
```
110
C33H33F11O33, DFT ωB97M-V/def2-TZVPD
O 17.375 -12.978 -4.638
C 17.138 -12.312 -3.684
O 16.203 -12.635 -2.750
C 15.967 -11.478 -1.952
C 17.208 -10.607 -2.206
F 18.098 -10.753 -1.189
O 17.727 -11.155 -3.399
H 15.064 -10.988 -2.330
H 15.745 -11.663 -0.903
H 16.960 -9.547 -2.247
O 12.150 -12.558 0.278
C 12.051 -11.513 -0.283
O 12.498 -10.332 0.177
C 11.916 -9.276 -0.575
C 11.513 -9.987 -1.868
F 12.559 -10.012 -2.743
O 11.266 -11.281 -1.366
H 11.024 -8.921 -0.055
H 12.693 -8.524 -0.691
H 10.657 -9.514 -2.345
O 13.828 -19.363 -1.122
C 13.687 -18.207 -0.892
O 14.510 -17.256 -1.393
C 14.151 -16.023 -0.852
C 12.768 -16.256 -0.311
F 11.916 -16.040 -1.375
O 12.805 -17.640 -0.029
H 14.802 -15.705 -0.030
H 14.093 -15.200 -1.562
H 12.576 -15.574 0.513
O 10.283 -13.800 -6.130
C 9.649 -13.811 -5.117
O 9.055 -12.818 -4.523
C 8.211 -13.316 -3.466
C 9.143 -14.462 -3.009
F 8.269 -15.448 -2.576
O 9.730 -14.886 -4.223
H 8.091 -12.471 -2.793
H 7.262 -13.612 -3.906
H 9.856 -14.320 -2.196
O 13.391 -11.247 -12.862
C 13.471 -12.062 -11.992
O 14.190 -13.198 -12.098
C 13.886 -14.035 -10.979
C 13.097 -13.149 -10.034
F 13.773 -12.827 -8.893
O 12.892 -11.988 -10.810
H 13.256 -14.876 -11.262
H 14.799 -14.420 -10.529
H 12.131 -13.584 -9.790
O 9.045 -21.021 -5.048
C 9.684 -20.343 -4.315
O 10.995 -20.563 -4.033
C 11.448 -19.632 -3.063
C 10.267 -18.683 -2.895
F 10.536 -17.416 -3.337
O 9.251 -19.239 -3.684
H 11.670 -20.230 -2.182
H 12.288 -19.010 -3.380
H 10.078 -18.483 -1.834
O 12.120 -16.034 -9.446
C 11.771 -16.639 -8.477
O 10.487 -17.022 -8.294
C 10.334 -17.664 -7.039
C 11.739 -17.622 -6.425
F 12.339 -18.844 -6.504
O 12.422 -16.751 -7.324
H 9.678 -17.060 -6.409
H 9.949 -18.663 -7.232
H 11.803 -17.172 -5.440
O 12.839 -15.836 -3.980
C 13.058 -14.692 -4.266
O 12.742 -13.701 -3.436
C 12.814 -12.491 -4.209
C 13.280 -12.888 -5.606
F 14.539 -12.434 -5.897
O 13.364 -14.285 -5.514
H 11.827 -12.035 -4.138
H 13.475 -11.746 -3.774
H 12.598 -12.554 -6.386
O 17.320 -16.878 -9.707
C 16.871 -16.284 -8.774
O 15.920 -16.764 -7.968
C 15.531 -15.673 -7.146
C 16.714 -14.729 -7.181
F 17.663 -15.152 -6.308
O 17.181 -14.999 -8.510
H 14.628 -15.171 -7.500
H 15.293 -15.935 -6.118
H 16.407 -13.710 -6.957
O 18.328 -18.157 -3.286
C 17.323 -18.588 -3.761
O 16.480 -19.386 -3.105
C 15.456 -19.807 -3.994
C 15.567 -18.792 -5.147
F 14.642 -17.795 -4.996
O 16.852 -18.267 -4.977
H 15.684 -20.814 -4.355
H 14.493 -19.852 -3.494
H 15.393 -19.281 -6.105
O 10.491 -10.103 -5.418
C 10.884 -9.722 -6.483
O 11.048 -8.442 -6.846
C 11.178 -8.394 -8.283
C 11.714 -9.783 -8.560
F 13.083 -9.719 -8.513
O 11.195 -10.534 -7.492
H 10.185 -8.238 -8.707
H 11.893 -7.602 -8.481
H 11.447 -10.215 -9.524
```

Values from the calculation:
Multiplicity: 1
Frontier orbital gap in eV: 10.2
Molar mass in g mol⁻¹: 1166.57
Net charge: 0
Structure (SMILES): O=C1OC[C@@H](F)O1.O=C1OC[C@@H](F)O1.O=C1OC[C@@H](F)O1.O=C1OC[C@@H](F)O1.O=C1OC[C@@H](F)O1.O=C1OC[C@@H](F)O1.O=C1OC[C@@H](F)O1.O=C1OC[C@@H](F)O1.O=C1OC[C@@H](F)O1.O=C1OC[C@@H](F)O1.O=C1OC[C@@H](F)O1

Results of the Mulliken charge analysis, in e, for atoms 1 through 2:
1 O -0.434
2 C 0.471



Run 2
The following is a quantum chemistry calculation of 11 unconnected molecules or ions with the total composition C33H33F11O33, from OMol25.

The geometry in XYZ format:
```
110
C33H33F11O33, DFT ωB97M-V/def2-TZVPD
O 2.963 2.978 0.220
C 2.776 4.148 0.148
O 3.716 5.102 0.192
C 3.106 6.378 0.315
C 1.638 6.106 -0.021
F 1.389 6.435 -1.343
O 1.565 4.686 -0.057
H 3.268 6.717 1.342
H 3.579 7.155 -0.285
H 0.904 6.532 0.659
O 2.660 -2.368 0.046
C 3.678 -2.448 -0.558
O 4.899 -2.711 -0.070
C 5.663 -3.361 -1.078
C 5.027 -2.758 -2.346
F 4.796 -3.733 -3.276
O 3.742 -2.373 -1.908
H 6.693 -3.070 -0.894
H 5.528 -4.440 -1.169
H 5.630 -1.975 -2.805
O -4.081 4.797 -3.851
C -3.066 4.997 -3.277
O -2.915 4.941 -1.941
C -1.530 4.811 -1.636
C -0.925 5.495 -2.872
F 0.171 4.752 -3.263
O -1.890 5.338 -3.894
H -1.290 5.340 -0.718
H -1.142 3.793 -1.610
H -0.557 6.512 -2.749
O -1.910 -2.993 -0.961
C -1.411 -4.069 -1.028
O -0.109 -4.380 -0.935
C 0.036 -5.774 -0.754
C -1.353 -6.234 -0.447
F -1.553 -6.259 0.928
O -2.158 -5.228 -0.968
H 0.409 -6.276 -1.646
H 0.566 -6.029 0.162
H -1.586 -7.230 -0.817
O 1.655 -4.725 5.801
C 1.607 -4.524 4.630
O 2.633 -4.090 3.897
C 2.205 -3.906 2.544
C 0.911 -4.774 2.531
F 1.310 -6.073 2.255
O 0.513 -4.696 3.846
H 1.994 -2.881 2.253
H 2.852 -4.361 1.799
H 0.155 -4.423 1.839
O -2.370 1.685 1.626
C -1.416 1.191 1.119
O -1.482 0.108 0.327
C -0.157 -0.311 0.115
C 0.627 1.008 0.138
F 0.664 1.581 -1.089
O -0.212 1.811 0.957
H 0.210 -1.001 0.882
H 0.030 -0.866 -0.805
H 1.636 0.790 0.480
O -3.863 3.540 5.758
C -4.447 2.871 4.979
O -4.008 1.647 4.584
C -4.909 1.160 3.579
C -6.134 2.002 3.820
F -6.964 1.467 4.776
O -5.578 3.211 4.294
H -4.455 1.487 2.642
H -5.044 0.090 3.688
H -6.778 2.093 2.942
O -1.113 -0.820 3.847
C -1.790 -1.710 3.438
O -1.399 -2.658 2.618
C -2.573 -3.221 2.044
C -3.602 -3.071 3.116
F -3.643 -4.104 4.002
O -3.119 -1.898 3.759
H -2.879 -2.651 1.166
H -2.416 -4.241 1.704
H -4.594 -2.945 2.685
O 2.203 4.706 3.424
C 1.303 4.020 3.783
O 1.345 2.780 4.281
C 0.020 2.282 4.412
C -0.839 3.533 4.459
F -1.069 3.988 5.704
O 0.010 4.435 3.742
H -0.233 1.589 3.613
H 0.021 1.746 5.361
H -1.782 3.433 3.929
O 0.019 -1.490 -3.263
C 0.803 -2.182 -3.856
O 1.230 -3.406 -3.568
C 1.956 -3.839 -4.788
C 2.520 -2.472 -5.221
F 2.806 -2.567 -6.546
O 1.429 -1.672 -4.903
H 2.728 -4.571 -4.575
H 1.203 -4.199 -5.486
H 3.364 -2.069 -4.658
O -1.201 3.700 -7.117
C -0.693 2.906 -6.405
O 0.637 2.651 -6.410
C 0.901 1.503 -5.606
C -0.363 1.377 -4.773
F -0.121 2.047 -3.612
O -1.338 2.042 -5.559
H 1.107 0.683 -6.296
H 1.761 1.576 -4.944
H -0.708 0.371 -4.545
```

Values from the calculation:
Multiplicity: 1
Frontier orbital gap in eV: 10.4
Molar mass in g mol⁻¹: 1166.57
Net charge: 0
Structure (SMILES): O=C1OC[C@@H](F)O1.O=C1OC[C@@H](F)O1.O=C1OC[C@@H](F)O1.O=C1OC[C@@H](F)O1.O=C1OC[C@@H](F)O1.O=C1OC[C@@H](F)O1.O=C1OC[C@@H](F)O1.O=C1OC[C@@H](F)O1.O=C1OC[C@@H](F)O1.O=C1OC[C@@H](F)O1.O=C1OC[C@@H](F)O1

Results of the Mulliken charge analysis, in e, for atoms 1 through 2:
1 O -0.495
2 C 0.442



Going by the energies, run 1 is most stable and the next is 65.4 kJ/mol up.